Below is a cluster of 5 separate species, C71H60O12 in total in a non-equilibrium geometry, with properties calculated with ωB97M-V/def2-TZVPD.

As for the molar mass: 1105.2 g mol⁻¹. As for the HOMO energy: -9.6 eV. Its SMILES is CCCCCCCC[C@]1(CCOCC)COC(=O)O1.O=C1c2ccccc2C(=O)c2ccccc21.O=C1c2ccccc2C(=O)c2ccccc21.O=C1c2ccccc2C(=O)c2ccccc21.O=C1c2ccccc2C(=O)c2ccccc21. As for the strongest force on any atom: 5.728 eV Å⁻¹. The total energy is -99171.8073 eV. The calculation puts the HOMO-LUMO gap at 8.54 eV.

Each line ends with the Löwdin charge.
Geometry (Å):
1 O -8.5314 -2.5270 2.6421  -0.1516
2 O -5.5374 -1.8708 -0.8463  0.2075
3 O 7.5848 -0.1918 -5.5924  0.0969
4 O -11.4039 1.7456 -4.2575  0.1027
5 O -5.2582 -1.3739 7.9539  0.1021
6 O 14.5405 3.9570 -7.6985  0.1061
7 O 14.8165 -1.2128 -6.3693  0.1018
8 O -6.6681 3.7717 8.2760  0.1066
9 O -5.0076 -2.5740 1.2014  0.0865
10 O -5.2149 -4.0546 -0.3894  0.0645
11 O 7.1986 1.4359 -0.5150  0.1045
12 O -8.1583 2.6081 -0.0971  0.0951
13 C 0.8257 -2.7549 2.7593  -0.2244
14 C -5.2544 -3.7629 1.9339  -0.3867
15 C 7.5062 0.2027 -4.4451  -0.2750
16 C -5.7934 0.4434 9.3501  -0.0832
17 C -5.5516 -0.1973 8.0292  -0.2775
18 C -8.8765 2.4230 -1.0608  -0.2792
19 C -9.6018 0.9601 -2.9635  -0.0873
20 C -8.7407 1.1954 -1.8882  -0.0842
21 C 5.2305 1.1197 -4.8410  -0.0020
22 C -5.2778 -2.7110 -0.1194  -0.5507
23 C 13.3758 1.9405 -7.3608  -0.0828
24 C -7.1700 -2.4369 3.0982  -0.1946
25 C -8.4881 -1.1260 -3.3930  -0.0451
26 C 10.8017 -0.2679 -1.7809  -0.0532
27 C 8.5493 0.4682 -2.1806  -0.0825
28 C -10.6448 1.9528 -3.3318  -0.2787
29 C -6.1357 1.7947 9.4348  -0.0827
30 C -11.7704 5.3511 -2.1785  -0.0586
31 C -10.9600 5.5539 -1.0657  -0.0594
32 C 3.2595 -1.9347 2.3974  -0.2648
33 C -6.1631 1.6348 11.8318  -0.0567
34 C -5.9144 2.1602 4.4923  -0.0474
35 C 5.0063 1.9103 -2.1836  -0.0016
36 C 17.1651 0.2902 -6.1650  -0.0025
37 C 14.7477 -0.0309 -6.6428  -0.2783
38 C 11.0844 0.3693 -7.3839  -0.0596
39 C 15.9577 0.8330 -6.5879  -0.0836
40 C 17.0388 2.9606 -6.9349  -0.0017
41 C 11.0051 1.7240 -7.6918  -0.0482
42 C 18.2409 2.4129 -6.5189  -0.0572
43 C 15.8912 2.1771 -6.9607  -0.0826
44 C 4.0772 1.7450 -4.3969  -0.0564
45 C -1.5282 -3.7875 2.9622  -0.2022
46 C 3.9621 2.1340 -3.0656  -0.0555
47 C 12.1482 2.5064 -7.6851  0.0010
48 C 12.3040 -0.1983 -7.0550  -0.0059
49 C -7.7470 0.2727 -1.5826  -0.0004
50 C -9.9074 3.4270 -1.4418  -0.0836
51 C -6.1865 2.7312 5.7248  0.0021
52 C -9.4771 -0.2072 -3.7078  -0.0034
53 C -5.6692 0.6366 6.8032  -0.0829
54 C 9.6362 0.3276 -1.3261  -0.0001
55 C -5.6598 -0.3115 10.5094  -0.0022
56 C -10.7367 3.2132 -2.5445  -0.0824
57 C 2.1839 -2.9941 2.0778  -0.2315
58 C -6.4226 -3.7704 2.9736  -0.0636
59 C -6.3137 2.3874 10.6790  -0.0015
60 C -8.9725 -1.1928 2.3478  -0.2711
61 C 8.6392 0.0188 -3.4994  -0.0812
62 C -10.0306 4.5950 -0.6985  -0.0039
63 C -5.3926 0.0704 5.5653  -0.0080
64 C 14.5977 2.7892 -7.3705  -0.2772
65 C -4.0267 -4.3574 2.6446  -0.0981
66 C 10.8823 -0.7365 -3.0888  -0.0505
67 C 9.8033 -0.5929 -3.9449  -0.0027
68 C -7.6158 -0.8838 -2.3334  -0.0465
69 C 7.2973 1.0936 -1.6760  -0.2770
70 C 18.3024 1.0796 -6.1252  -0.0576
71 C -11.6630 4.1815 -2.9124  -0.0026
72 C -5.8607 -4.5971 0.7681  -0.0653
73 C -6.0564 1.9756 6.8843  -0.0824
74 C -10.4930 -1.0855 2.3565  -0.0678
75 C 13.4514 0.5853 -7.0326  -0.0838
76 C -0.1932 -3.7593 2.1655  -0.2286
77 C -5.5103 0.8309 4.4132  -0.0571
78 C -5.8449 0.2827 11.7465  -0.0573
79 C -6.3182 2.6111 8.2039  -0.2769
80 C 6.2791 0.8878 -3.9586  -0.0833
81 C -2.6705 -4.0770 1.9561  -0.1871
82 C 3.3626 -0.8160 1.3508  -0.1177
83 C 6.1707 1.2958 -2.6274  -0.0823
84 H -6.2955 2.1002 12.8004  0.1075
85 H -1.4663 -4.5652 3.7293  0.1145
86 H 12.0856 3.5590 -7.9281  0.1210
87 H -11.0021 -1.8781 1.8037  0.0773
88 H -9.3969 4.7556 0.1638  0.1192
89 H -6.8874 -4.2053 0.6601  0.1395
90 H 11.7911 -1.2093 -3.4406  0.1088
91 H 9.5725 0.6872 -0.3075  0.1210
92 H -8.5479 -0.8566 1.3906  0.1155
93 H 4.2678 -0.2357 1.5651  0.0664
94 H 2.4988 -0.1438 1.3956  0.0689
95 H 5.3172 0.8147 -5.8757  0.1203
96 H -10.7586 -0.1418 1.8588  0.0740
97 H -4.1179 -5.4447 2.7364  0.1321
98 H -12.2972 4.0219 -3.7746  0.1204
99 H -5.7363 -0.3059 12.6488  0.1073
100 H 10.1900 -0.2420 -7.3962  0.1051
101 H 4.2247 -2.4521 2.4649  0.0986
102 H 19.1330 3.0260 -6.4955  0.1074
103 H -6.8290 -1.5962 -2.0804  0.0774
104 H -6.5663 3.4375 10.7459  0.1209
105 H 12.3640 -1.2512 -6.8107  0.1207
106 H -7.2359 -2.1526 4.1620  0.1237
107 H 16.9906 3.9989 -7.2359  0.1208
108 H -10.8569 -0.9778 3.3814  0.0745
109 H -8.3913 -2.0335 -3.9762  0.1071
110 H 3.0668 -1.5190 3.3946  0.1041
111 H 3.4597 -1.2128 0.3350  0.0689
112 H 4.9145 2.2185 -1.1503  0.1206
113 H -12.4881 6.1072 -2.4712  0.1068
114 H -1.6333 -2.7883 3.4027  0.1109
115 H 0.4706 -1.7202 2.6703  0.1149
116 H -8.6053 -0.5593 3.1710  0.1142
117 H 2.5326 -3.9948 2.3613  0.1078
118 H -6.7068 -1.5951 2.5693  0.1063
119 H -10.1503 -0.3951 -4.5341  0.1193
120 H -2.3323 -4.9587 1.3957  0.1170
121 H 0.2661 -4.7552 2.2334  0.1121
122 H 11.6500 -0.3698 -1.1158  0.1082
123 H -7.1519 -4.5320 2.6744  0.1242
124 H -0.3336 -3.5374 1.1005  0.1102
125 H 17.2147 -0.7480 -5.8637  0.1204
126 H 3.0569 2.6160 -2.7183  0.1080
127 H -3.9784 -3.9494 3.6609  0.1131
128 H 10.0488 2.1675 -7.9388  0.1100
129 H -7.0713 0.4581 -0.7573  0.1160
130 H 19.2406 0.6566 -5.7888  0.1072
131 H -6.4964 3.7661 5.7864  0.1215
132 H -6.0129 2.7509 3.5900  0.1110
133 H 0.8654 -2.9807 3.8354  0.1144
134 H 9.8700 -0.9533 -4.9625  0.1052
135 H -6.0801 -4.0673 3.9674  0.1159
136 H 3.2635 1.9290 -5.0871  0.1078
137 H -5.9151 -5.6783 0.8784  0.1496
138 H -11.0515 6.4651 -0.4879  0.1066
139 H -5.2892 0.3885 3.4491  0.1049
140 H -2.6810 -3.2328 1.2606  0.1132
141 H 1.9901 -3.0395 0.9958  0.1074
142 H -5.4072 -1.3616 10.4440  0.1204
143 H -5.0804 -0.9640 5.4983  0.1153